1.
Entry from the Open Molecules 2025 dataset: a cluster of 2 separate species, C4H14N2O in total (ωB97M-V with the def2-TZVPD basis set).

Summary:
* <S²>: 0.75
* Kohn-Sham gap (spin up / spin down): 2.84 / 9.06 eV
* ΔE to the lowest compared entry with this formula, charge and spin: 0.910 eV
* HOMO energy (spin up / spin down): 0.95 / -5.33 eV

The geometry in ORCA input format:
```
! RIJCOSX wB97M-V def2-TZVPD def2/J DEFGRID3
* xyz -1 2
N -0.2279 -2.2094 0.9640
C -1.0564 -1.1063 1.4321
C -0.7401 0.2889 0.8834
N -1.4226 0.3683 -0.4884
C -0.6866 1.3902 -1.2679
C -1.4327 1.7172 -2.5508
H -0.3935 -3.1574 1.2377
H 0.7482 -2.0484 0.7583
H -0.8314 -0.9018 2.5106
H -2.0980 -1.3859 1.3306
H -1.1185 0.9864 1.6296
H 0.3053 0.5698 0.6720
H -1.2222 -0.5555 -0.8654
H -0.6723 2.2599 -0.5804
H 0.3639 1.1551 -1.3776
H -2.4889 1.4108 -2.5281
H -0.9338 1.3952 -3.4587
H -1.6020 2.8052 -2.6713
H 4.2483 0.3651 1.4954
H 3.8623 -0.7672 0.4692
O 4.5984 -0.3274 0.9251
*
```

***

2.
Entry from the Open Molecules 2025 dataset: a cluster of 3 separate species, C2H5NO3S in total (ωB97M-V with the def2-TZVPD basis set).

Summary:
* Kohn-Sham gap (spin up / spin down): 6.77 / 8.21 eV
* ΔE to the lowest compared entry with this formula, charge and spin: 5.393 eV
* HOMO energy (spin up / spin down): -6.89 / -7.61 eV

The geometry in ORCA input format:
```
! RIJCOSX wB97M-V def2-TZVPD def2/J DEFGRID3
* xyz 0 1
C -1.6716 1.3098 1.6813
C -0.4426 -1.4175 -0.7432
N -1.9475 0.8220 0.6878
O 0.7617 1.3155 -1.0712
O 2.4893 -1.4377 1.4615
O 0.4559 -1.4773 0.0796
S 2.0637 -1.3797 0.0715
H 1.2257 1.7313 -1.8213
H -1.3428 1.7990 2.6417
H -1.4721 -1.4288 -0.4074
H -0.2336 -1.7090 -1.8561
H 0.1139 1.8725 -0.7243
*
```